Computed, not measured: 13 unconnected molecules or ions with the total composition C26H78O26, with the ωB97M-V functional and the def2-TZVPD basis.

Results
Charge: 0
ΔE to the lowest compared entry with this formula, charge and spin (eV): 1.390
Orbital gap (eV): 9.81
HOMO level (eV): -9.431
Calculated total energy (eV): -81455.776
LUMO level (eV): 0.374

Each line ends with the Mulliken charge.
Element x y z (Å)
O (8.23096, 7.19065, 14.64254)  -0.681
O (11.62679, 12.11720, 11.87621)  0.389
O (9.67369, 11.51464, 15.86741)  0.540
O (13.19077, 7.94342, 14.47223)  -0.356
O (14.81785, 13.17300, 14.63214)  -0.242
O (12.82378, 8.32386, 17.15793)  -0.575
O (9.16964, 6.98332, 12.17555)  -0.524
O (10.65576, 9.31715, 11.66496)  1.463
O (11.69184, 12.90096, 8.71701)  -0.545
O (5.71182, 14.32291, 11.89821)  -0.555
O (13.01890, 10.84968, 15.75368)  0.393
O (10.24402, 14.06459, 17.16635)  -0.563
O (15.18091, 11.38880, 10.93693)  -0.270
O (14.99871, 11.13239, 7.78026)  -0.376
O (16.32992, 14.75344, 13.25609)  -0.520
O (11.03780, 8.42588, 7.29121)  -0.618
O (9.90298, 9.83837, 9.24407)  -0.033
O (12.94118, 8.66777, 9.57046)  -0.195
O (13.61846, 9.41718, 6.10316)  -0.533
O (5.54217, 12.72590, 14.02368)  -0.615
O (7.24454, 10.96869, 8.64026)  -0.588
O (17.23480, 13.83728, 10.89602)  -0.610
O (10.05125, 8.87174, 16.28680)  -0.488
O (8.90562, 13.06050, 8.17201)  -0.702
O (10.65834, 14.09465, 14.19409)  -0.448
O (15.03868, 9.44916, 13.21450)  -0.613
C (9.62821, 9.71973, 17.40001)  -0.627
C (10.93557, 9.96475, 12.88962)  -0.956
C (15.94353, 13.64804, 10.30932)  -1.011
C (14.98253, 11.29842, 6.38104)  -0.720
C (12.03431, 11.03535, 12.73925)  1.413
C (16.88763, 14.35165, 14.52283)  -0.407
C (11.65054, 14.19971, 15.21273)  0.391
C (9.43305, 13.38761, 9.48596)  0.593
C (15.66896, 14.03216, 15.39584)  -0.658
C (13.79163, 10.73902, 5.66023)  -0.162
C (11.10874, 14.85697, 16.41908)  -0.657
C (10.87972, 13.96234, 9.23230)  -0.615
C (6.82672, 13.11823, 13.44914)  0.635
C (8.76198, 10.88648, 16.79299)  -0.572
C (6.81317, 14.43518, 12.80038)  -0.227
C (8.68111, 9.07711, 9.22662)  -0.308
C (7.80894, 7.43748, 12.44201)  -0.412
C (13.30973, 10.75798, 17.14366)  -0.352
C (11.31516, 7.36832, 8.22062)  -0.152
C (13.75504, 9.37141, 17.52738)  -0.827
C (7.76553, 8.18360, 13.73974)  0.868
C (14.08708, 7.34026, 13.60288)  -0.756
C (15.00458, 12.80736, 11.13656)  1.478
C (12.64430, 7.40338, 8.91683)  -0.650
C (14.66171, 8.28566, 12.57637)  0.980
C (7.45125, 9.89711, 9.49110)  -0.384
H (7.62096, 13.09077, 14.23398)  -0.158
H (10.30574, 13.13614, 16.83706)  0.253
H (7.79362, 14.62622, 12.33906)  0.086
H (14.04858, 8.53320, 11.65243)  -0.550
H (15.20349, 13.03967, 12.17055)  -0.320
H (10.80860, 14.69016, 8.41049)  0.458
H (8.47771, 8.95683, 13.70679)  -0.717
H (15.52051, 7.70170, 12.15895)  0.378
H (6.76059, 8.59241, 13.93613)  0.295
H (7.47566, 8.00496, 11.58581)  0.172
H (8.66961, 8.71315, 8.22790)  0.406
H (9.47127, 6.54455, 12.98713)  0.321
H (15.02581, 10.24604, 12.65678)  0.184
H (11.31732, 14.45842, 10.13525)  0.181
H (8.49264, 11.61623, 17.60355)  0.397
H (11.81993, 12.37052, 9.53982)  0.114
H (6.59574, 9.27064, 9.28582)  0.470
H (15.14134, 14.98304, 15.65736)  0.265
H (17.46708, 15.14693, 15.01684)  0.388
H (10.47416, 10.06998, 18.01573)  0.164
H (8.65256, 8.33544, 10.02138)  0.016
H (15.93628, 13.18589, 9.33258)  0.531
H (13.74649, 9.37855, 18.61844)  0.395
H (13.42697, 7.27184, 8.18409)  0.433
H (9.58917, 12.54559, 7.70831)  0.330
H (10.44507, 7.43948, 8.91476)  -0.054
H (15.51464, 14.65695, 10.23078)  0.348
H (8.06823, 11.47324, 8.53282)  0.294
H (7.42906, 10.17514, 10.61264)  -0.110
H (10.62002, 15.81139, 15.99381)  0.277
H (7.88577, 10.55242, 16.35696)  0.414
H (13.96339, 13.15210, 10.87313)  -0.244
H (7.16301, 12.35866, 12.73068)  -0.269
H (13.30141, 8.88502, 14.49944)  0.224
H (14.67136, 9.14422, 17.05424)  0.418
H (12.67205, 6.58285, 9.62982)  0.334
H (13.20605, 7.70410, 16.53952)  0.296
H (15.13166, 12.35360, 6.22055)  0.418
H (11.94316, 15.26578, 17.09344)  0.264
H (17.48625, 13.43922, 14.35982)  0.281
H (11.31378, 12.88691, 12.34550)  -0.091
H (17.70856, 13.00299, 10.70707)  0.293
H (15.04196, 6.91671, 14.09555)  0.234
H (13.55870, 6.46207, 13.20645)  0.378
H (8.98548, 9.04979, 17.94333)  0.448
H (10.05378, 10.48743, 13.28902)  0.171
H (16.98791, 14.66462, 12.51869)  0.350
H (12.41713, 10.98288, 17.74838)  0.159
H (10.27771, 9.91820, 10.12553)  0.251
H (7.22134, 6.54776, 12.54369)  0.427
H (10.93097, 9.23871, 7.81806)  0.367
H (8.80982, 14.07255, 10.00425)  0.358
H (13.90276, 10.72864, 4.54256)  0.301
H (4.88062, 12.57993, 13.34688)  0.352
H (10.23534, 8.47438, 11.91194)  -0.468
H (8.92347, 7.61698, 15.20248)  0.476
H (12.51238, 14.74115, 14.83010)  0.386
H (13.76127, 11.29056, 15.23448)  -0.161
H (15.90609, 13.47411, 16.31199)  0.352
H (12.51552, 8.61330, 10.42047)  -0.353
H (12.93277, 10.62271, 12.30004)  -0.657
H (12.66716, 9.16964, 6.10459)  0.305
H (6.53346, 15.22276, 13.43686)  0.453
H (9.52200, 12.43235, 10.17363)  -0.376
H (14.12029, 11.41605, 17.39325)  0.333
H (12.40932, 11.31060, 13.68446)  -0.603
H (11.99316, 13.16017, 15.45784)  -0.306
H (9.96734, 13.48165, 14.55220)  0.164
H (12.96152, 11.36993, 5.95373)  0.160
H (11.35886, 9.43748, 13.78416)  -0.359
H (15.36302, 11.16693, 10.02375)  0.163
H (14.62930, 10.24817, 7.87548)  0.205
H (5.40291, 15.15185, 11.55778)  0.279
H (14.41736, 13.70304, 13.95530)  -0.084
H (11.01039, 8.66079, 16.45413)  0.280
H (10.08921, 10.77418, 15.40943)  -0.315
H (15.90422, 10.84113, 6.01071)  0.306
H (11.26551, 6.39276, 7.67643)  0.399

Computed, not measured: C4H7NO2 in the gas phase, with the ωB97M-V functional and the def2-TZVPD basis.

Results
Charge: 0
ΔE to the lowest compared entry with this formula, charge and spin (eV): 1.398
Orbital gap (eV): 10.06
HOMO level (eV): -9.316
Calculated total energy (eV): -9845.882
LUMO level (eV): 0.742
SMILES string: CO/C=C/C(N)=O

Each line ends with the Mulliken charge.
Element x y z (Å)
O (-2.03883, 0.41636, 0.44661)  -0.352
O (1.89815, 1.89765, 0.07827)  -0.625
N (2.42883, -0.04815, -0.97952)  -0.410
C (-1.97095, -0.96502, 0.79302)  -0.645
C (-0.85377, 0.99021, 0.15260)  0.051
C (0.15825, 0.34486, -0.43581)  -0.400
C (1.54372, 0.84203, -0.42035)  0.534
H (2.13101, -0.99413, -1.15456)  0.207
H (-2.99622, -1.33364, 0.82731)  0.231
H (3.40378, 0.08294, -0.76228)  0.255
H (-0.79673, 2.03597, 0.45377)  0.394
H (-0.01272, -0.64366, -0.84644)  0.182
H (-1.40588, -1.56198, 0.07146)  0.271
H (-1.48863, -1.06345, 1.77593)  0.308

Computed, not measured: a molecular structure, H18O9, with the ωB97M-V functional and the def2-TZVPD basis.

Results
Charge: 0
ΔE to the lowest compared entry with this formula, charge and spin (eV): 10.885
Orbital gap (eV): 7.57
HOMO level (eV): -8.699
Calculated total energy (eV): -18711.250
LUMO level (eV): -1.129

Each line ends with the Mulliken charge.
Element x y z (Å)
O (-0.36336, 12.78333, -7.30462)  -0.864
O (-1.91898, 10.74711, -9.27038)  -0.724
O (-0.84324, 11.98080, -12.50085)  -0.668
O (-3.55281, 11.58970, -10.33812)  -0.638
O (-1.41731, 14.78593, -6.89994)  -0.725
O (-2.38649, 12.57675, -7.30217)  -0.505
O (0.23474, 10.13828, -9.48534)  -0.732
O (-2.72390, 13.78156, -10.41572)  -0.866
O (-1.15509, 12.69871, -9.60300)  -0.474
H (-2.85771, 11.85332, -7.71549)  0.280
H (-1.74164, 11.98747, -9.34553)  0.273
H (-3.09738, 12.97210, -10.76433)  0.368
H (-2.29274, 9.97046, -8.85403)  0.305
H (0.33685, 10.24708, -8.53984)  0.241
H (-2.05642, 13.48992, -9.79471)  0.435
H (-1.20816, 14.69967, -5.96986)  0.287
H (-0.86910, 12.31400, -11.60389)  0.385
H (-3.07242, 13.11691, -6.90980)  0.287
H (-0.77775, 14.22794, -7.34249)  0.402
H (-0.64738, 10.46067, -9.67013)  0.451
H (0.09683, 12.03131, -6.93192)  0.197
H (-4.35305, 11.35010, -9.87075)  0.329
H (-1.29032, 12.59298, -7.16051)  0.530
H (-2.58704, 11.02951, -9.89502)  0.207
H (-0.67008, 12.91045, -8.80540)  0.509
H (-0.78372, 11.03055, -12.40224)  0.301
H (-3.54427, 11.01982, -11.10715)  0.409

Computed, not measured: 2 unconnected molecules or ions with the total composition C3H9N2O2, with the ωB97M-V functional and the def2-TZVPD basis.

Results
Charge: +1
ΔE to the lowest compared entry with this formula, charge and spin (eV): 8.271
Orbital gap (alpha / beta) (eV): 8.40 / 8.40
HOMO level (alpha / beta) (eV): -14.219 / -14.220
Calculated total energy (eV): -10318.581
LUMO level (alpha / beta) (eV): -5.816 / -5.816

Each line ends with the Mulliken charge.
Element x y z (Å)
O (1.19346, 0.35976, -1.26401)  -0.301
O (0.13855, -0.31671, -3.60180)  -0.569
N (-0.53536, 0.20492, -2.69580)  0.380
N (-0.09727, 0.53242, -1.55017)  -0.060
C (0.96399, -0.67997, 1.81485)  -1.028
C (-1.23322, 0.27927, 0.81781)  -0.276
C (-0.10579, 0.36496, 1.65246)  0.177
H (-1.69845, -0.71104, 0.61971)  0.375
H (0.00345, 1.25805, 2.28428)  0.327
H (-1.80019, 1.23381, 1.06264)  0.298
H (-0.70316, 0.40143, -0.17057)  -0.020
H (0.91405, -1.51244, 1.05912)  0.264
H (1.00228, -1.04179, 2.79905)  0.447
H (1.49627, -0.31445, -1.93131)  0.372
H (-1.55069, 0.08622, -2.72614)  0.292
H (2.01209, -0.14444, 1.82987)  0.322